Entry 1:
DFT (ωB97M-V/def2-TZVPD) results for a structure of composition C33H30AuINO3PS3.

Last column: Löwdin spin population.
Atoms and positions in Å:
Au (0.107, 1.151, -1.438)  0.264
I (0.684, 2.014, 1.632)  0.195
C (-0.604, 1.635, 3.256)  0.009
C (-1.081, 2.740, 3.896)  0.011
C (-1.711, 2.619, 5.149)  -0.002
C (-1.794, 1.399, 5.743)  0.007
C (-1.333, 0.234, 5.082)  0.000
C (-1.428, -1.025, 5.718)  0.009
C (-1.024, -2.169, 5.094)  0.004
C (-0.574, -2.106, 3.768)  0.020
C (-0.447, -0.898, 3.112)  0.046
P (-0.076, -1.040, 1.346)  0.423
C (1.611, -1.597, 1.093)  0.043
C (2.051, -1.917, -0.198)  0.022
C (3.332, -2.403, -0.389)  -0.002
C (4.191, -2.536, 0.695)  0.029
C (3.780, -2.158, 1.966)  0.001
C (2.496, -1.678, 2.169)  0.026
C (-1.216, -2.326, 0.784)  0.064
C (-2.567, -2.123, 1.098)  0.038
C (-3.510, -3.079, 0.770)  -0.003
C (-3.121, -4.235, 0.100)  0.046
C (-1.786, -4.437, -0.224)  0.000
C (-0.831, -3.487, 0.110)  0.039
C (-0.769, 0.323, 3.775)  0.004
H (-0.942, 3.723, 3.463)  0.002
H (-2.082, 3.505, 5.646)  0.000
H (-2.214, 1.295, 6.736)  0.000
H (-1.837, -1.062, 6.722)  0.001
H (-1.081, -3.124, 5.598)  0.001
H (-0.333, -3.029, 3.254)  0.000
H (1.394, -1.777, -1.050)  0.000
H (3.666, -2.673, -1.383)  -0.001
H (5.195, -2.914, 0.545)  0.001
H (4.461, -2.235, 2.804)  0.000
H (2.177, -1.382, 3.160)  0.001
H (-2.869, -1.224, 1.627)  0.001
H (-4.546, -2.933, 1.049)  -0.001
H (-3.860, -4.983, -0.161)  0.002
H (-1.478, -5.347, -0.720)  0.000
H (0.206, -3.684, -0.109)  0.002
C (-5.408, 0.308, -2.642)  0.000
C (-3.950, -0.030, -2.339)  0.000
S (-3.269, 1.177, -1.196)  0.005
O (-1.827, 0.694, -0.924)  0.024
C (-3.180, 2.648, -2.237)  0.001
C (-2.654, 2.449, -3.646)  -0.001
H (-5.873, -0.521, -3.172)  0.000
H (-5.497, 1.194, -3.273)  0.000
H (-5.975, 0.475, -1.725)  0.000
H (-3.317, -0.077, -3.224)  0.000
H (-3.854, -0.970, -1.794)  0.000
H (-2.556, 3.331, -1.657)  0.000
H (-4.199, 3.043, -2.228)  0.000
H (-1.676, 1.968, -3.648)  -0.001
H (-2.538, 3.428, -4.112)  0.000
H (-3.335, 1.868, -4.266)  0.000
O (3.875, 1.012, -0.145)  0.006
S (3.379, 2.071, -0.959)  0.009
O (2.968, 3.294, -0.344)  0.002
N (2.044, 1.520, -1.881)  0.046
C (2.297, 1.530, -3.163)  0.046
S (0.983, 1.153, -4.147)  0.536
C (3.660, 1.913, -3.524)  0.009
C (4.256, 1.911, -4.772)  0.006
C (5.593, 2.278, -4.855)  0.000
C (6.309, 2.634, -3.716)  -0.001
C (5.713, 2.632, -2.457)  0.001
C (4.387, 2.276, -2.397)  0.004
H (3.697, 1.628, -5.656)  0.005
H (6.089, 2.284, -5.816)  0.000
H (7.349, 2.918, -3.809)  0.000
H (6.271, 2.899, -1.569)  0.000

Values from the calculation:
⟨S²⟩: 2.020
Charge: +2
2S+1: 3
E: -95911.751 eV

Entry 2:
DFT (ωB97M-V/def2-TZVPD) results for a structure of composition C33H30BrCaIN8O2PS in a non-equilibrium geometry.

Last column: Mulliken charge in e.
Atoms and positions in Å:
Ca (-1.215, -11.925, -18.639)  2.204
C (-2.446, -17.556, -20.209)  -0.860
N (-2.317, -16.357, -19.366)  0.231
C (-3.087, -16.160, -18.195)  -0.683
C (-2.895, -14.853, -17.854)  -0.724
N (-2.020, -14.202, -18.759)  0.681
C (-1.673, -15.164, -19.699)  -0.349
P (-1.026, -14.756, -21.438)  -0.406
C (-1.929, -13.154, -21.754)  -0.190
N (-2.142, -12.191, -20.810)  0.274
C (-2.897, -11.215, -21.452)  -0.831
C (-3.228, -11.582, -22.723)  -0.584
N (-2.684, -12.852, -22.905)  0.158
C (-2.825, -13.670, -24.140)  -0.861
C (0.581, -14.168, -20.850)  -0.224
N (0.703, -13.085, -20.053)  0.221
C (2.059, -12.840, -19.846)  -0.857
C (2.781, -13.745, -20.568)  -0.417
N (1.910, -14.594, -21.242)  0.290
C (2.365, -15.665, -22.162)  -0.906
H (-2.831, -18.399, -19.605)  0.315
H (-1.460, -17.756, -20.684)  0.301
H (-3.124, -17.296, -21.059)  0.329
H (-3.745, -16.951, -17.839)  0.462
H (-3.259, -14.208, -17.084)  0.493
H (-3.261, -10.360, -20.908)  0.548
H (-3.700, -11.056, -23.518)  0.494
H (-3.859, -14.015, -24.148)  0.345
H (-2.190, -14.549, -24.039)  0.319
H (-2.647, -12.999, -25.021)  0.307
H (2.435, -12.032, -19.247)  0.462
H (3.885, -13.796, -20.713)  0.528
H (2.878, -15.187, -23.029)  0.324
H (1.608, -16.383, -22.456)  0.331
H (3.142, -16.192, -21.612)  0.357
O (-1.147, -13.194, -14.931)  -0.747
S (-0.474, -12.121, -15.612)  1.841
O (0.230, -12.568, -16.818)  -0.787
N (-1.343, -10.872, -16.210)  -0.337
C (-2.487, -10.409, -15.628)  -0.068
C (-2.583, -9.825, -14.352)  -0.363
C (-3.816, -9.281, -13.905)  -0.786
C (-4.864, -9.113, -14.804)  -0.859
C (-4.866, -9.815, -16.011)  0.982
C (-6.008, -9.836, -16.841)  -0.536
C (-6.022, -10.660, -17.950)  -0.957
C (-4.804, -11.214, -18.340)  -0.283
N (-3.651, -11.128, -17.613)  0.324
C (-3.679, -10.451, -16.450)  -0.322
C (0.728, -11.399, -14.556)  -0.131
C (0.880, -11.942, -13.290)  -0.244
C (1.864, -11.502, -12.423)  -0.590
C (2.718, -10.467, -12.854)  -0.433
C (2.479, -9.892, -14.092)  -0.629
C (1.502, -10.384, -14.999)  -0.603
H (-1.696, -9.698, -13.771)  0.525
H (-3.835, -8.770, -12.913)  0.334
H (-5.799, -8.601, -14.485)  0.303
H (-6.877, -9.211, -16.547)  0.359
H (-6.972, -10.889, -18.473)  0.379
H (-4.730, -11.785, -19.290)  0.486
H (0.313, -12.830, -13.020)  0.420
H (1.859, -11.834, -11.378)  0.400
H (3.579, -10.111, -12.249)  0.378
H (2.954, -8.919, -14.324)  0.322
H (1.404, -10.026, -15.968)  0.574
Br (4.969, -15.592, -17.572)  -0.154
C (4.619, -15.971, -15.746)  0.090
C (5.681, -15.870, -14.871)  -0.304
C (5.672, -16.423, -13.594)  -0.529
C (4.483, -17.012, -13.065)  -0.548
C (3.373, -16.997, -13.897)  -0.486
C (3.422, -16.545, -15.212)  0.249
I (1.655, -16.520, -16.304)  0.216
H (6.604, -15.371, -15.236)  0.322
H (6.522, -16.250, -12.960)  0.363
H (4.456, -17.419, -12.050)  0.386
H (2.459, -17.488, -13.591)  0.362

Values from the calculation:
Charge: +1
ΔE to the lowest compared entry with this formula, charge and spin: 0.0 kJ/mol
E: -167426.281 eV

Entry 3:
DFT (ωB97M-V/def2-TZVPD) results for a structure of composition C33H30BrN8O2Ti.

Last column: Löwdin spin population.
Atoms and positions in Å:
Ti (-1.028, -0.445, 0.184)  0.938
Br (4.582, 4.059, 2.460)  0.000
C (2.937, 3.371, 1.859)  -0.002
C (1.987, 4.221, 1.310)  0.000
C (0.788, 3.708, 0.849)  -0.001
C (0.513, 2.343, 0.945)  0.001
C (1.498, 1.500, 1.459)  0.000
C (2.699, 2.008, 1.923)  0.000
N (-0.686, 1.759, 0.443)  -0.001
C (-1.677, 2.490, 0.123)  0.016
C (-2.760, 1.909, -0.678)  0.002
C (-3.824, 2.667, -1.126)  0.003
C (-4.723, 2.079, -2.011)  0.002
C (-4.524, 0.769, -2.403)  0.003
C (-3.449, 0.067, -1.870)  0.007
N (-2.585, 0.621, -1.027)  0.008
H (2.195, 5.278, 1.218)  0.000
H (0.094, 4.389, 0.373)  0.000
H (1.345, 0.431, 1.435)  0.001
H (3.472, 1.340, 2.280)  0.000
H (-1.708, 3.560, 0.315)  0.001
H (-3.938, 3.695, -0.810)  0.000
H (-5.562, 2.645, -2.394)  0.000
H (-5.189, 0.283, -3.102)  0.000
H (-3.279, -0.971, -2.125)  0.002
N (-4.190, -3.155, 1.516)  0.004
C (-4.997, -2.053, 1.686)  0.000
C (-4.267, -0.992, 1.250)  0.002
N (-3.033, -1.428, 0.824)  0.002
C (-3.022, -2.734, 1.003)  0.006
C (-1.828, -3.449, 0.627)  0.009
N (-0.831, -2.739, 0.145)  0.003
C (0.172, -3.624, -0.154)  0.003
C (-0.234, -4.884, 0.167)  -0.001
N (-1.510, -4.755, 0.662)  0.006
H (-4.437, -4.100, 1.759)  0.000
H (-5.992, -2.129, 2.086)  0.000
H (-4.554, 0.046, 1.219)  0.000
H (1.096, -3.307, -0.602)  0.000
H (0.250, -5.840, 0.079)  0.000
H (-2.079, -5.512, 1.004)  0.000
N (0.487, -0.512, -0.904)  -0.036
C (1.554, -0.277, -1.547)  0.002
C (2.878, -0.216, -0.859)  -0.001
C (3.170, -1.089, 0.189)  0.001
C (4.381, -1.002, 0.858)  0.000
C (5.299, -0.018, 0.509)  0.001
C (5.005, 0.870, -0.517)  0.000
C (3.807, 0.761, -1.210)  0.001
C (1.519, -0.030, -3.016)  -0.002
C (0.391, 0.563, -3.583)  0.001
C (0.327, 0.783, -4.947)  0.000
C (1.381, 0.392, -5.763)  0.001
C (2.502, -0.210, -5.209)  0.000
C (2.577, -0.411, -3.839)  0.001
H (2.444, -1.841, 0.472)  0.000
H (4.616, -1.707, 1.645)  0.000
H (6.245, 0.051, 1.029)  0.000
H (5.715, 1.640, -0.788)  0.000
H (3.588, 1.444, -2.020)  0.000
H (-0.426, 0.855, -2.934)  0.000
H (-0.542, 1.262, -5.381)  0.000
H (1.330, 0.560, -6.831)  0.000
H (3.319, -0.522, -5.845)  0.000
H (3.454, -0.879, -3.411)  0.000
N (0.224, 0.621, 4.399)  0.001
C (-0.364, -0.744, 4.602)  0.000
C (-0.857, -1.297, 3.248)  0.003
O (-1.330, -2.408, 3.250)  0.001
O (-0.677, -0.473, 2.267)  0.017
H (-0.234, 1.344, 4.951)  0.000
H (0.086, 0.808, 3.384)  0.000
H (1.224, 0.664, 4.596)  0.000
H (-1.202, -0.688, 5.291)  0.000
H (0.385, -1.414, 5.015)  0.000

Values from the calculation:
⟨S²⟩: 0.756
Charge: +2
ΔE to the lowest compared entry with this formula, charge and spin: 68.8 kJ/mol
2S+1: 2
E: -143873.098 eV

Entry 4:
DFT (ωB97M-V/def2-TZVPD) results for a structure of composition C33H30ClN5O2PPt in a non-equilibrium geometry.

Last column: Mulliken charge in e.
Atoms and positions in Å:
Pt (-0.382, 0.691, -0.527)  2.299
C (-2.138, 2.122, -4.226)  -1.760
C (-1.843, 1.598, -2.875)  0.807
N (-0.782, 0.961, -2.524)  0.425
N (0.116, 0.453, -3.422)  -0.965
C (0.678, -0.551, -2.798)  0.247
O (0.427, -0.810, -1.510)  -0.381
C (1.567, -1.459, -3.506)  0.288
C (1.935, -2.677, -2.918)  -0.200
C (2.788, -3.531, -3.590)  -0.842
C (3.287, -3.165, -4.836)  -0.422
C (2.926, -1.959, -5.422)  -0.762
C (2.051, -1.108, -4.769)  -0.345
C (-2.813, 1.548, -1.759)  0.462
C (-4.064, 2.114, -1.808)  -0.770
C (-4.977, 1.859, -0.785)  -0.615
C (-4.608, 1.019, 0.245)  -1.042
C (-3.325, 0.496, 0.267)  0.304
N (-2.434, 0.753, -0.696)  0.448
H (-1.320, 1.907, -4.906)  0.356
H (-3.060, 1.689, -4.620)  0.443
H (-2.282, 3.204, -4.164)  0.414
H (1.526, -2.955, -1.955)  0.528
H (3.060, -4.485, -3.160)  0.450
H (3.958, -3.834, -5.359)  0.434
H (3.311, -1.693, -6.396)  0.440
H (1.743, -0.179, -5.229)  0.502
H (-4.334, 2.738, -2.649)  0.532
H (-5.966, 2.297, -0.816)  0.506
H (-5.296, 0.756, 1.037)  0.529
H (-3.008, -0.165, 1.061)  0.494
Cl (-0.853, 2.856, 0.598)  -0.087
C (-1.629, 2.267, 2.103)  1.617
C (-2.535, 3.094, 2.723)  -0.768
C (-3.088, 2.639, 3.918)  -0.726
C (-2.718, 1.408, 4.445)  -0.883
C (-1.807, 0.598, 3.777)  -0.525
C (-1.243, 1.022, 2.577)  -0.879
P (-0.027, 0.041, 1.662)  0.712
C (1.569, 0.442, 2.347)  1.184
C (2.555, -0.547, 2.448)  -0.515
C (3.775, -0.251, 3.034)  -1.082
C (4.031, 1.037, 3.485)  -0.697
C (3.066, 2.029, 3.362)  -0.809
C (1.838, 1.739, 2.793)  -0.883
C (-0.420, -1.686, 1.874)  1.162
C (0.013, -2.357, 3.028)  -0.488
C (-0.344, -3.679, 3.231)  -0.918
C (-1.124, -4.342, 2.291)  -0.701
C (-1.561, -3.682, 1.150)  -1.155
C (-1.210, -2.359, 0.937)  -0.167
H (-2.799, 4.058, 2.310)  0.547
H (-3.810, 3.258, 4.434)  0.498
H (-3.140, 1.077, 5.384)  0.495
H (-1.538, -0.365, 4.194)  0.525
H (2.369, -1.554, 2.093)  0.553
H (4.522, -1.026, 3.145)  0.493
H (4.986, 1.269, 3.936)  0.468
H (3.269, 3.029, 3.722)  0.489
H (1.094, 2.522, 2.721)  0.352
H (0.609, -1.848, 3.774)  0.561
H (-0.015, -4.192, 4.124)  0.485
H (-1.392, -5.378, 2.450)  0.461
H (-2.173, -4.201, 0.425)  0.512
H (-1.549, -1.870, 0.032)  0.208
N (3.157, -0.160, -0.763)  -0.099
C (2.649, 1.010, -1.103)  0.552
N (3.334, 1.854, -1.865)  -0.365
O (1.486, 1.427, -0.711)  -0.712
H (4.044, -0.473, -1.126)  0.254
H (2.587, -0.832, -0.280)  0.021
H (4.311, 1.707, -2.070)  0.235
H (2.970, 2.785, -1.993)  0.271

Values from the calculation:
Charge: +3
ΔE to the lowest compared entry with this formula, charge and spin: 82.7 kJ/mol
E: -71286.596 eV